1.
114
Properties=species:S:1:pos:R:3:forces:R:3:mulliken_charge:R:1 method="wB97M-V/def2-TZVPD" spin_multiplicity=2 relative_energy_kj_mol=0.0 charge=+2 orbital_gap_ev="6.62 / 5.62"
Ta -0.63038 0.92961 0.34595 -0.063 0.076 0.104 0.15
O 2.34043 -0.33473 -2.24960 0.009 -0.030 0.017 -0.62
C 1.73890 -0.05945 -1.25099 0.018 -0.023 -0.010 0.13
O 0.58602 0.61004 -1.23139 -0.090 -0.036 0.004 0.98
C 2.16336 -0.42294 0.14205 -0.015 0.024 -0.010 0.61
C 3.33935 -1.03122 0.53317 -0.024 0.014 -0.014 -0.79
C 3.53263 -1.26269 1.89163 -0.001 0.001 0.017 -0.68
C 2.56034 -0.88033 2.81081 0.013 -0.001 0.007 -0.91
C 1.41559 -0.27901 2.32627 -0.042 0.033 -0.033 0.83
N 1.24219 -0.07385 1.02949 0.044 -0.089 0.048 0.70
C 0.26307 0.25460 3.12493 0.040 0.016 0.032 -0.03
O 0.16156 0.22657 4.30601 0.008 -0.013 -0.003 -0.56
O -0.65379 0.80265 2.28572 0.006 0.047 -0.111 -0.46
H 4.07122 -1.30997 -0.21219 0.004 -0.004 0.001 0.70
H 4.44247 -1.73591 2.23551 0.001 -0.002 -0.001 0.57
H 2.67638 -1.03068 3.87534 0.002 -0.002 0.000 0.65
Se -1.04814 -1.67214 -0.09626 -0.057 0.063 0.003 -0.16
P -2.91780 -1.49785 1.06743 0.132 -0.165 -0.044 -0.08
Se -3.31623 0.60661 0.83735 0.017 0.090 -0.017 -0.20
C -2.59127 -2.00144 2.75798 0.030 0.039 -0.018 1.08
C -1.64666 -2.98664 3.04432 0.017 -0.008 0.011 -0.21
C -1.43943 -3.37120 4.35944 -0.006 0.005 0.014 -0.84
C -2.16266 -2.77031 5.38163 0.014 -0.013 -0.015 -0.52
C -3.09733 -1.78533 5.09489 -0.003 0.007 0.006 -0.75
C -3.31531 -1.39638 3.78345 -0.018 0.010 0.001 -0.61
C -4.19099 -2.52836 0.34148 0.005 0.030 0.038 1.15
C -5.22353 -1.96514 -0.40328 0.003 0.010 -0.053 -0.35
C -6.17658 -2.79052 -0.98171 -0.013 0.006 -0.004 -0.72
C -6.09176 -4.16564 -0.82493 0.008 -0.010 0.017 -0.56
C -5.05828 -4.72724 -0.08210 -0.014 0.004 -0.004 -0.69
C -4.10968 -3.91191 0.51026 0.007 -0.028 -0.015 -0.57
H -1.06830 -3.44527 2.25119 -0.011 0.001 -0.008 0.47
H -0.71173 -4.13832 4.58754 0.001 -0.002 -0.001 0.45
H -1.99262 -3.06852 6.40736 -0.001 0.003 0.002 0.44
H -3.65221 -1.31223 5.89331 0.000 -0.003 0.000 0.46
H -4.03139 -0.61392 3.56377 0.001 -0.005 -0.002 0.45
H -5.28640 -0.89153 -0.53066 -0.004 -0.003 0.016 0.36
H -6.98614 -2.35635 -1.55265 -0.004 -0.004 0.003 0.45
H -6.84007 -4.80551 -1.27332 0.002 -0.002 -0.007 0.45
H -5.00241 -5.79943 0.04861 -0.004 -0.002 0.001 0.46
H -3.31939 -4.35204 1.10695 -0.002 0.010 0.012 0.40
F -1.71646 1.44409 -1.60727 0.025 0.041 -0.041 -0.64
P -2.01033 3.15806 -1.60505 -0.006 0.076 0.100 1.50
F -3.48755 2.82547 -1.18828 0.034 0.007 -0.006 -0.39
F -2.16787 4.67022 -1.30013 -0.020 -0.045 -0.052 -0.29
F -2.31756 3.13233 -3.13098 -0.027 0.020 -0.040 -0.33
F -0.44337 3.29683 -1.81513 -0.004 0.001 0.017 -0.18
F -1.58481 2.85532 0.14605 -0.053 -0.091 0.005 -0.64
C 6.35321 5.11766 1.85471 -0.022 0.008 -0.014 -1.71
C 5.76356 3.73939 1.53406 -0.026 0.015 0.012 1.61
C 6.90625 2.71518 1.48543 0.001 -0.011 0.001 -1.75
C 4.82544 3.33629 2.67589 0.019 -0.021 -0.008 -1.71
C 5.01143 3.75116 0.16613 0.022 0.002 -0.013 1.82
O 4.58643 2.41894 -0.15815 -0.003 -0.011 0.029 -0.18
C 5.89658 4.33660 -0.96030 -0.051 0.050 -0.031 -1.23
C 5.70977 3.72082 -2.35619 0.031 -0.032 0.058 -1.72
C 4.33503 3.82508 -2.96936 -0.002 -0.042 -0.015 0.08
C 3.55711 2.68811 -3.17333 0.022 0.016 0.016 -0.57
C 2.30140 2.77059 -3.75749 -0.033 0.004 -0.003 -0.27
C 1.81534 4.00850 -4.14588 0.022 -0.058 0.000 0.75
Cl 0.26013 4.11998 -4.90873 -0.016 0.007 -0.017 -0.20
C 2.56793 5.15592 -3.95858 -0.020 0.028 -0.006 -0.84
C 3.82352 5.05356 -3.37833 -0.002 0.019 0.026 0.12
C 3.71288 4.59932 0.18165 0.031 -0.038 -0.010 -2.20
N 2.51947 3.89171 0.63382 0.027 0.056 -0.005 1.46
C 1.88526 2.93117 -0.00828 -0.026 0.025 -0.003 -0.71
N 0.84769 2.53943 0.73172 0.055 -0.080 0.051 0.32
C 0.90077 3.34959 1.83868 0.014 0.024 -0.001 -0.97
N 1.90167 4.17892 1.80175 -0.010 -0.018 0.015 -1.27
H 6.79018 5.09735 2.85365 0.000 -0.006 -0.003 0.49
H 5.59532 5.90352 1.85734 0.013 0.000 0.004 0.32
H 7.14222 5.40716 1.16183 0.009 0.005 -0.018 0.37
H 7.51145 2.80799 2.38743 -0.004 0.001 -0.003 0.52
H 7.57666 2.85625 0.63593 0.003 -0.011 0.021 0.31
H 6.52971 1.68907 1.46926 -0.005 -0.016 -0.007 0.35
H 5.41342 3.14817 3.57559 -0.008 0.001 -0.004 0.59
H 4.27732 2.42101 2.43610 -0.002 -0.004 -0.001 0.07
H 4.10917 4.11965 2.91708 -0.024 0.015 -0.002 0.30
H 5.37816 1.88235 -0.27188 0.010 0.003 0.006 0.52
H 6.94799 4.22818 -0.69897 -0.005 -0.009 -0.022 0.73
H 5.72229 5.41582 -1.00803 0.013 0.000 -0.001 0.43
H 5.99855 2.66792 -2.33424 0.016 0.012 0.003 0.42
H 6.42931 4.21122 -3.01491 0.000 0.012 -0.022 0.54
H 3.93819 1.71643 -2.88093 0.003 0.016 -0.012 0.38
H 1.71102 1.87620 -3.91405 0.015 0.020 0.010 0.15
H 2.18147 6.11346 -4.27918 0.004 0.003 -0.006 0.49
H 4.41576 5.95316 -3.25152 0.011 -0.003 -0.010 0.47
H 3.49685 4.94257 -0.82711 -0.001 -0.002 0.002 0.43
H 3.82038 5.46990 0.82251 -0.005 -0.016 0.014 0.10
H 2.17024 2.58270 -0.98785 -0.029 -0.011 0.020 0.91
H 0.19054 3.31154 2.64840 -0.009 -0.004 -0.015 0.67
C -0.80660 0.41650 -5.38767 -0.047 -0.007 0.024 -1.25
As -1.09227 -0.55637 -3.74973 0.012 -0.053 -0.062 0.83
C -0.37321 -2.32573 -4.02263 -0.030 0.011 0.006 -1.22
C -3.01515 -0.64379 -3.34225 0.061 0.013 0.034 0.31
C -3.55174 -1.80319 -4.11415 -0.023 -0.016 0.002 -0.09
C -3.93376 -1.65207 -5.44780 0.014 0.005 0.000 -0.19
C -4.37936 -2.74463 -6.17413 -0.013 -0.018 -0.008 -0.84
C -4.44221 -3.99696 -5.57651 0.002 0.015 0.004 -0.55
C -4.07082 -4.15291 -4.24600 -0.010 -0.009 -0.010 -0.90
C -3.62570 -3.06322 -3.51747 0.016 0.024 -0.009 0.10
H -1.38866 -0.07159 -6.17169 0.005 0.007 -0.004 0.52
H 0.25094 0.38017 -5.64144 0.006 0.000 0.012 0.48
H -1.12386 1.44897 -5.26125 0.004 0.018 0.009 0.28
H -0.81910 -2.73613 -4.92963 0.006 -0.015 0.008 0.46
H -0.61810 -2.95518 -3.17074 0.007 -0.006 -0.002 0.33
H 0.70579 -2.24017 -4.13688 0.002 0.025 0.011 0.46
H -3.42065 0.32384 -3.63731 0.001 -0.005 -0.016 0.78
H -3.10239 -0.76156 -2.26323 -0.015 0.008 -0.018 -0.88
H -3.90382 -0.67184 -5.91107 -0.001 -0.001 0.004 0.51
H -4.68635 -2.61949 -7.20367 0.001 0.002 0.001 0.45
H -4.79071 -4.84872 -6.14467 0.001 -0.003 0.000 0.43
H -4.13504 -5.12561 -3.77643 -0.001 -0.003 0.002 0.49
H -3.34785 -3.18157 -2.47472 0.004 0.003 0.007 0.44

=====

2.
99
Properties=species:S:1:pos:R:3:forces:R:3:mulliken_charge:R:1 method="wB97M-V/def2-TZVPD" spin_multiplicity=5 relative_energy_kj_mol=54.3 charge=+1 orbital_gap_ev="7.39 / 7.38"
Cr 0.11309 0.12816 0.28755 -0.159 -1.341 -1.118 -0.20
C 2.96218 0.46039 1.31473 -0.230 0.016 0.041 -0.59
C 2.74258 0.42578 2.82498 -0.123 -0.178 -0.075 0.33
C 2.22769 -0.95503 3.24967 0.156 0.127 0.004 -1.34
C 1.79052 1.43997 3.43411 0.062 -0.003 0.155 0.57
C 2.09627 1.80965 4.73969 -0.057 0.134 -0.069 -1.02
C 1.25742 2.62240 5.47351 -0.042 -0.013 0.078 -1.25
C 0.06939 3.04667 4.91894 0.159 -0.051 -0.078 -0.81
C -0.27608 2.71984 3.61173 -0.085 -0.217 0.071 0.51
C -1.61922 3.26689 3.15993 -0.134 0.036 -0.279 0.24
C -1.51155 4.69859 2.61681 -0.060 -0.132 0.185 -1.41
C -2.41324 2.39219 2.19167 -0.025 0.109 0.058 -1.68
C 0.60089 1.91528 2.85755 0.346 0.191 0.773 -1.06
N 0.33046 1.69443 1.48211 0.293 1.047 0.312 1.60
C 0.48904 2.76164 0.73316 -0.249 0.014 0.150 -0.09
C 0.04675 2.71306 -0.58745 0.081 0.500 -0.689 -0.39
C -0.25099 3.71145 -1.53614 0.193 -0.273 0.393 -1.93
C -1.01326 3.09196 -2.50893 0.069 -0.039 -0.021 -0.84
C -1.14804 1.73871 -2.14365 0.028 0.098 -0.075 -1.32
N -0.48349 1.50823 -1.00244 -0.400 0.374 -0.439 1.50
C -1.92399 0.68723 -2.88802 -0.035 -0.189 -0.043 2.94
C -2.37831 -0.42548 -1.94055 0.154 0.130 -0.024 -1.62
C -1.02427 0.10117 -3.98285 -0.009 -0.017 0.227 -1.46
C -3.17069 1.30279 -3.53644 0.205 -0.034 0.116 -2.09
H 2.04615 0.10743 0.78438 1.088 0.080 0.162 -0.46
H 3.78930 -0.19999 1.04850 -0.072 -0.052 -0.055 0.60
H 3.20695 1.46109 0.95934 -0.104 -0.002 -0.104 0.53
H 3.71943 0.58676 3.29849 -0.149 0.016 -0.088 0.75
H 1.22752 -1.10486 2.84441 0.077 -0.059 0.098 0.18
H 2.16748 -1.02146 4.33170 -0.047 -0.037 0.134 0.55
H 2.88737 -1.74839 2.90576 0.101 -0.179 -0.131 0.32
H 3.01795 1.46071 5.18447 0.084 -0.062 0.001 0.44
H 1.51617 2.90954 6.47872 0.065 0.021 0.178 0.39
H -0.61143 3.65126 5.50334 -0.028 0.049 0.012 0.47
H -2.21775 3.32267 4.07706 0.114 -0.002 -0.080 0.76
H -1.18038 4.70078 1.58162 0.055 0.042 -0.141 0.26
H -0.81777 5.28963 3.21002 0.049 0.091 0.036 0.37
H -2.48667 5.17977 2.65771 -0.074 0.069 -0.081 0.42
H -2.00927 2.41259 1.18095 -0.064 -0.041 -0.014 0.13
H -3.43695 2.76017 2.14333 -0.100 -0.027 -0.004 0.54
H -2.43503 1.36449 2.55029 -0.061 -0.134 -0.008 0.29
H 0.86863 3.68763 1.16021 0.003 -0.066 0.041 0.78
H 0.03333 4.74549 -1.48009 0.010 0.190 0.017 0.64
H -1.44467 3.56110 -3.37157 -0.106 0.063 -0.157 0.54
H -1.52766 -0.96100 -1.51751 -0.044 -0.041 -0.024 -0.14
H -2.98468 -1.13985 -2.49150 -0.088 -0.152 -0.037 0.61
H -2.98210 -0.00798 -1.13604 -0.089 -0.005 0.117 0.34
H -0.16373 -0.39679 -3.52674 -0.111 0.111 -0.120 -0.30
H -0.66609 0.89380 -4.63761 0.075 0.004 -0.099 0.45
H -1.57320 -0.63043 -4.57376 -0.028 -0.091 -0.079 0.67
H -3.74615 1.86583 -2.80541 -0.099 0.059 0.049 0.39
H -3.79839 0.50594 -3.93110 -0.056 -0.020 -0.098 0.47
H -2.90540 1.96615 -4.35526 -0.009 0.108 -0.087 0.40
I 0.49314 -5.74665 0.69190 -0.259 0.412 0.080 0.08
C -0.57805 -3.94168 0.93869 0.187 -0.639 0.085 -0.55
C -1.96447 -3.93202 0.99263 0.235 0.568 0.094 -0.31
C -2.57145 -2.71299 1.28098 -0.006 -0.428 -0.039 -1.00
C -1.79179 -1.58954 1.46180 0.254 0.126 0.133 0.06
N -0.45203 -1.58168 1.31610 -0.790 -1.205 0.514 0.42
C 0.13381 -2.77046 1.09720 0.083 0.184 0.085 0.17
H -2.54200 -4.83129 0.85008 -0.057 -0.074 -0.014 0.45
H -3.64356 -2.64977 1.37422 -0.092 0.071 0.048 0.53
H -2.23555 -0.65333 1.76935 -0.089 0.145 -0.207 0.04
H 1.21351 -2.78468 1.05618 -0.083 0.061 -0.057 0.22
O 0.70147 -1.36090 -1.11724 -0.285 0.608 0.703 2.04
As 1.70675 -2.00909 -2.25106 0.742 -0.502 -0.974 0.18
C 0.71481 -3.11055 -3.52461 0.288 0.271 0.260 0.26
C 0.53531 -2.78503 -4.86244 0.193 0.281 0.030 -0.52
C -0.18832 -3.63743 -5.68270 0.046 0.028 -0.080 -0.72
C -0.71514 -4.81363 -5.17574 -0.009 -0.012 0.048 -0.55
C -0.51656 -5.15085 -3.84702 -0.006 0.012 0.076 -0.74
C 0.19726 -4.29855 -3.02474 0.068 0.079 0.339 0.28
C 3.01726 -3.24178 -1.51647 -0.197 0.106 -0.184 1.13
C 3.53544 -3.11664 -0.23628 -0.198 0.278 0.127 -0.04
C 4.56441 -3.94377 0.18499 0.039 0.043 0.039 -0.66
C 5.11517 -4.86370 -0.69224 -0.031 -0.039 -0.023 -0.72
C 4.60059 -4.99393 -1.97323 0.081 -0.058 -0.017 -0.85
C 3.54368 -4.19738 -2.37877 -0.192 0.014 -0.204 -0.94
C 2.76689 -0.65317 -3.14059 -0.250 -0.240 0.118 0.54
C 3.85879 -1.05764 -3.89899 -0.059 -0.256 0.022 -0.62
C 4.64651 -0.10910 -4.52650 0.021 -0.063 -0.021 -0.77
C 4.33830 1.23690 -4.39760 -0.010 -0.046 -0.053 -0.64
C 3.25616 1.63862 -3.63186 0.031 0.039 0.010 -1.08
C 2.46864 0.69453 -2.99390 -0.317 -0.071 0.226 0.08
H 0.96041 -1.87339 -5.26893 -0.044 -0.011 0.023 0.43
H -0.33330 -3.38605 -6.72327 0.002 0.035 -0.050 0.44
H -1.27757 -5.47844 -5.81044 -0.063 -0.061 -0.152 0.43
H -0.91186 -6.07574 -3.45410 -0.031 -0.060 0.044 0.46
H 0.37336 -4.55489 -1.98569 -0.076 -0.094 -0.053 -0.08
H 3.13844 -2.35904 0.42924 0.067 0.000 0.031 -0.37
H 4.95017 -3.86504 1.19155 0.013 0.075 0.040 0.48
H 5.94821 -5.47704 -0.37999 0.000 -0.059 0.032 0.42
H 5.03011 -5.71224 -2.65720 -0.027 -0.043 -0.029 0.44
H 3.11835 -4.31526 -3.37080 0.100 -0.060 0.034 0.43
H 4.08950 -2.11460 -3.98691 0.092 0.111 -0.064 0.38
H 5.50012 -0.42196 -5.10989 0.031 0.001 -0.054 0.44
H 4.94137 1.97240 -4.90589 0.091 0.104 -0.015 0.42
H 3.02777 2.68815 -3.53198 -0.066 0.102 0.039 0.54
H 1.62253 0.99830 -2.38303 0.042 0.049 -0.084 0.38

=====

Number 1: F_max 0.2 eV/Å. Number 2: F_max 1.8 eV/Å.